DFT (wB97M-V/def2-TZVPD) results for a 7-piece molecular cluster, C31H65BNO18 overall at a distorted geometry.

- Max |F|: 1.66 eV/A
- Kohn-Sham gap: 5.87 eV
- Net charge: -1
- Calculated total energy: -2654.1280 Ha
- HOMO level: -4.474 eV

Element x y z (Å)
O1 6.41 1.34 2.13
O2 -2.81 -1.37 -1.34
O3 -7.28 11.61 -3.84
O4 -5.60 8.77 -8.29
O5 -2.67 -3.40 -0.62
O6 0.44 4.45 -2.67
O7 -8.54 10.50 -5.34
O8 -3.55 -1.83 0.75
O9 -9.44 11.07 -3.46
O10 -4.32 7.38 -7.05
O11 -0.83 2.59 -2.45
O12 4.26 -1.28 -2.69
O13 -1.51 4.15 -3.78
O14 2.75 -1.85 -1.10
O15 8.21 2.51 2.36
O16 -6.55 7.62 -6.73
O17 3.90 -0.05 -0.82
O18 8.12 0.47 3.32
N1 5.39 -6.88 4.05
C1 4.90 0.86 -1.27
C2 2.41 -3.02 -1.85
C3 -1.87 -5.98 3.93
C4 -0.55 -3.87 4.15
C5 3.28 -4.08 3.48
C6 -4.43 9.14 -9.03
C7 -7.41 10.46 -6.22
C8 5.53 -7.58 5.34
C9 2.39 -7.02 1.33
C10 9.53 2.65 2.88
C11 1.94 -4.75 5.51
C12 -2.86 -4.38 0.41
C13 4.03 -7.09 3.48
C14 5.65 0.15 2.37
C15 -3.16 -0.01 -1.13
C16 7.63 1.35 2.67
C17 -5.39 7.87 -7.33
C18 3.66 -4.69 2.12
C19 -9.34 11.70 -2.18
C20 3.69 -1.09 -1.64
C21 -3.06 -2.17 -0.30
C22 1.90 -4.51 3.97
C23 -6.47 6.67 -5.66
C24 -2.67 -6.78 2.93
C25 0.13 2.07 -1.53
C26 -1.32 5.43 -4.38
C27 -2.11 -6.24 5.38
C28 0.85 -3.44 3.71
C29 -8.32 11.11 -4.18
C30 -1.00 -5.12 3.46
C31 -0.53 3.79 -2.94
B1 3.74 -6.35 2.05
H1 -10.32 11.59 -1.71
H2 -2.60 0.41 -0.30
H3 -9.11 12.75 -2.29
H4 9.89 3.63 2.56
H5 3.95 -8.16 3.31
H6 -0.23 1.09 -1.21
H7 -2.28 -4.12 1.30
H8 -3.70 9.60 -8.37
H9 -6.59 9.92 -5.76
H10 4.69 0.27 1.88
H11 5.52 -5.90 4.29
H12 -0.65 -3.93 5.22
H13 -2.49 -5.32 0.02
H14 1.10 1.94 -2.01
H15 4.06 -4.24 4.21
H16 4.68 -8.24 5.52
H17 -2.72 -7.13 5.51
H18 -3.57 -6.22 2.68
H19 -1.23 -3.08 3.80
H20 -2.17 5.60 -5.04
H21 1.46 -3.93 6.05
H22 -3.91 -4.48 0.66
H23 3.28 -3.67 -1.95
H24 4.60 -4.25 1.80
H25 1.10 -2.58 4.35
H26 -4.01 8.28 -9.53
H27 -8.60 11.20 -1.57
H28 1.56 -5.45 3.55
H29 -6.12 5.70 -6.04
H30 -1.19 -6.43 5.91
H31 -7.47 6.55 -5.27
H32 5.49 0.00 3.44
H33 -2.91 0.54 -2.04
H34 2.90 -4.38 1.39
H35 -4.23 0.10 -0.95
H36 -0.55 -5.33 2.49
H37 4.68 -6.62 1.30
H38 3.24 -2.99 3.35
H39 1.62 -7.16 2.10
H40 4.99 1.64 -0.52
H41 2.00 -6.35 0.56
H42 0.22 2.71 -0.66
H43 -0.41 5.45 -4.98
H44 2.95 -4.83 5.89
H45 2.63 -7.97 0.87
H46 6.42 -8.21 5.37
H47 0.84 -3.08 2.69
H48 3.29 -6.86 4.27
H49 -1.29 6.22 -3.63
H50 1.45 -5.68 5.77
H51 10.19 1.89 2.47
H52 -4.75 9.87 -9.77
H53 2.02 -2.75 -2.82
H54 1.65 -3.55 -1.28
H55 5.86 0.36 -1.36
H56 9.53 2.61 3.96
H57 -2.66 -5.42 5.83
H58 -5.81 7.03 -4.87
H59 -2.89 -7.79 3.28
H60 -2.05 -6.88 2.04
H61 6.15 -0.72 1.94
H62 5.54 -6.88 6.18
H63 4.61 1.31 -2.22
H64 -7.10 11.47 -6.49
H65 -7.72 9.94 -7.12